# 1
Computed, not measured: a 10-piece molecular cluster, C34H50Cl18F3N3O3S overall, with ωB97M-V with the def2-TZVPD basis set.

The total energy comes out at -291071.5305 eV. For the orbital gap, the calculation gives 6.98 eV. For the HOMO energy, the calculation gives -7.923 eV. Its SMILES is O=S(=O)(c1cnc2c(O)ccc(CCCCCCCCCCCCn3cccc3)c2n1)C(F)(F)F.ClCCl.ClCCl.ClCCl.ClCCl.ClCCl.ClCCl.ClCCl.ClCCl.ClCCl.

Cartesian coordinates (Å):
O -3.1466 4.4232 -5.0552
S -2.4697 3.1745 -4.8222
O -1.1558 3.1809 -5.3928
C -2.4299 2.8812 -3.0552
C -2.8358 3.9469 -2.2074
N -2.8550 3.8714 -0.8961
C -2.4031 2.6629 -0.4370
C -2.3144 2.4581 0.9674
O -2.6852 3.4858 1.8149
C -1.8449 1.2916 1.5111
C -1.4500 0.2426 0.6326
C -1.5396 0.3717 -0.7285
C -1.1082 -0.7961 -1.6020
C 0.3554 -1.2366 -1.3477
C 0.5126 -2.6931 -0.8778
C -0.1289 -2.9918 0.5028
C 0.7273 -2.5062 1.6918
C 1.7570 -3.5431 2.2178
C 3.1755 -3.0176 1.8591
C 3.5353 -1.7507 2.6704
C 4.1242 -0.5854 1.8392
C 5.0710 -1.0210 0.7073
C 5.9648 0.1263 0.1840
C 5.4999 0.7008 -1.1636
N 4.3040 1.5171 -1.0285
C 3.0980 1.0450 -1.4505
C 2.1324 2.0074 -1.2232
C 2.8226 3.1215 -0.6436
C 4.1544 2.7790 -0.5327
C -2.0137 1.5943 -1.2915
N -2.0326 1.7072 -2.6474
C -3.5405 1.8947 -5.6387
F -2.9787 0.6864 -5.6498
F -4.7781 1.8797 -5.1559
F -3.6297 2.2765 -6.9213
H -3.1501 4.8804 -2.6705
H -3.4661 3.2048 2.3061
H -1.7966 1.1980 2.5913
H -1.0676 -0.6572 1.1008
H -1.2072 -0.5314 -2.6595
H -1.7642 -1.6676 -1.4666
H 0.8782 -0.5763 -0.6440
H 0.9086 -1.1394 -2.2958
H 0.0931 -3.4287 -1.5765
H 1.5832 -2.9283 -0.7762
H -0.2587 -4.0771 0.6226
H -1.1457 -2.5753 0.4967
H 1.2056 -1.5537 1.4193
H 0.0446 -2.2683 2.5251
H 1.5859 -4.5447 1.8069
H 1.6753 -3.5979 3.3092
H 3.8795 -3.8100 2.1474
H 3.1792 -2.8720 0.7758
H 4.2371 -2.0345 3.4670
H 2.6464 -1.3562 3.1820
H 3.3074 0.0486 1.4605
H 4.6996 0.0522 2.5257
H 5.7082 -1.8532 1.0390
H 4.4564 -1.4372 -0.1049
H 5.9300 0.9388 0.9257
H 7.0126 -0.1952 0.1454
H 6.3118 1.2554 -1.6503
H 5.2603 -0.1411 -1.8205
H 2.9358 0.0766 -1.9053
H 1.0870 1.8765 -1.4711
H 2.3407 4.0507 -0.3680
H 4.9720 3.3636 -0.1345
Cl 5.6171 0.7929 4.5765
C 5.4983 2.5474 4.3910
Cl 4.5497 2.9865 2.9632
H 5.0195 2.9577 5.2708
H 6.4975 2.9542 4.2869
Cl 5.8268 3.6515 7.8683
C 7.4440 2.9698 8.0864
Cl 7.9129 1.9229 6.7399
H 8.1560 3.7838 8.1593
H 7.4521 2.3847 8.9988
Cl -6.2697 -0.7046 -0.8824
C -6.1352 0.7294 -1.9112
Cl -4.6930 1.6771 -1.5135
H -6.0712 0.4102 -2.9458
H -7.0146 1.3469 -1.7664
Cl -3.2470 -1.9159 2.8523
C -4.8263 -1.1831 3.1591
Cl -4.7015 0.5657 3.4006
H -5.4657 -1.3692 2.3033
H -5.2549 -1.6275 4.0503
Cl -0.2529 -3.3339 -4.5319
C 0.0696 -1.9000 -5.5066
Cl 1.5629 -1.1097 -4.9938
H 0.1637 -2.1940 -6.5458
H -0.7526 -1.2019 -5.3896
Cl -8.1258 0.1696 -6.5552
C -6.5526 -0.5233 -6.9745
Cl -6.5953 -2.2885 -6.9742
H -6.2735 -0.1804 -7.9646
H -5.8227 -0.1917 -6.2457
Cl -1.1256 -3.3438 6.4172
C -2.2737 -2.1258 6.9875
Cl -2.3330 -0.7313 5.9038
H -3.2606 -2.5719 7.0363
H -1.9667 -1.7904 7.9715
Cl -8.2799 3.7147 -5.5208
C -8.4617 3.6258 -7.2771
Cl -9.6292 4.8114 -7.8735
H -7.4989 3.8223 -7.7358
H -8.8052 2.6338 -7.5419
Cl 2.3463 -4.6204 5.5693
C 2.7807 -6.3157 5.3246
Cl 3.3190 -6.6201 3.6684
H 3.5853 -6.5704 6.0049
H 1.9114 -6.9306 5.5275

Forces on atoms 1 to 2 (eV/Å):
O -1.04 -0.62 0.50
S 1.10 2.89 -0.39


# 2
Computed, not measured: C23H26NNaSSb as an isolated structure, with ωB97M-V with the def2-TZVPD basis set.

The energy relative to the best compared isomer or geometry (same formula, charge and spin) comes out at 24.6 kJ/mol. The total energy comes out at -47549.9871 eV. For the orbital gap, the calculation gives 6.79 eV. For the HOMO energy, the calculation gives -4.406 eV. Its net charge is -1.

Cartesian coordinates (Å):
Na -0.1552 -0.1163 0.4307
S -3.4271 -1.4792 -2.5949
C -2.6869 -2.9580 -2.1519
C -1.4882 -2.8012 -1.5258
C -1.0550 -1.4557 -1.3415
C -1.9850 -0.6130 -1.8692
C -2.0080 0.8086 -1.8680
C -3.0940 1.5285 -2.4127
C -3.1424 2.8931 -2.2879
C -2.0920 3.5445 -1.6479
C -1.0346 2.7727 -1.2019
N -0.9742 1.4569 -1.2959
H -3.2028 -3.8740 -2.3902
H -0.9205 -3.6628 -1.2014
H -3.8942 0.9974 -2.9074
H -3.9848 3.4546 -2.6749
H -2.1043 4.6137 -1.5004
H -0.1773 3.2398 -0.7336
C 0.4234 0.0830 2.5896
C 0.3623 0.1088 3.8107
C 0.2559 0.0952 5.2209
C -0.9457 -0.3256 5.8086
C -1.0946 -0.3810 7.1769
C -0.0482 -0.0137 8.0111
C 1.1459 0.4139 7.4487
C 1.2999 0.4707 6.0773
H -1.7564 -0.6123 5.1533
H -2.0346 -0.7169 7.5991
H -0.1650 -0.0629 9.0871
H 1.9699 0.7041 8.0924
H 2.2363 0.8046 5.6483
C 5.6356 -0.7939 -1.6269
C 4.6109 -0.6359 -0.5172
Sb 2.5238 -0.0444 -1.0027
C 2.9379 2.0901 -1.2627
C 4.3493 2.5233 -1.6031
C 2.5199 -0.6549 -3.0977
C 3.2456 0.2105 -4.1050
H 6.5746 -1.1772 -1.2189
H 5.8497 0.1570 -2.1092
H 5.2885 -1.5007 -2.3786
H 4.9576 0.0953 0.2146
H 4.5065 -1.5863 0.0086
H 2.6380 2.5423 -0.3175
H 2.2384 2.4314 -2.0242
H 5.0521 2.1786 -0.8470
H 4.4149 3.6130 -1.6427
H 4.6559 2.1366 -2.5719
H 1.4642 -0.7108 -3.3529
H 2.9116 -1.6721 -3.1129
H 2.8792 1.2343 -4.0667
H 3.0783 -0.1643 -5.1170
H 4.3180 0.2126 -3.9237

Forces on atoms 1 to 2 (eV/Å):
Na -0.15 -0.12 -0.31
S 0.82 0.15 0.38


Question: What is the orbital gap in the second record?
Answer: 6.79 eV